Computed, not measured: a structure of composition C11H22Cl2GaO at a distorted geometry, with wB97M-V/def2-TZVPD.

Summary:
- Gap between HOMO and LUMO: 3.90 eV
- E_HOMO: -0.9581 eV
- Energy: -91231.9910 eV
- Net charge: -1
- Energy relative to the best compared isomer or geometry (same formula, charge and spin): 1.234 eV

The geometry in XYZ format:
```
37
Properties=species:S:1:pos:R:3:forces:R:3:nbo_charge:R:1
Ga 1.2455 -0.1581 0.3678 -1.452 -0.098 0.828 1.5088
Cl 0.5980 -2.2532 0.1265 -0.165 -1.355 0.381 -0.5932
Cl 1.9394 1.7223 1.2850 0.263 0.928 0.897 -0.5969
C 2.0794 0.0074 -1.2605 -0.411 1.018 -1.457 -1.0353
H 2.7700 0.8488 -1.2826 0.283 -0.428 -0.178 0.2275
H 2.4303 -0.9400 -1.6712 0.089 0.368 -0.139 0.2290
C -0.5177 0.7025 -1.3478 -2.148 -0.586 3.586 -0.6451
C 0.7154 0.4991 -1.9690 3.289 -0.680 -3.341 -0.2404
H -0.6608 0.6651 -0.2637 -0.103 0.281 0.288 0.1515
C 0.5640 -0.4849 -3.1910 0.172 0.360 0.061 -0.4034
H 0.9675 1.5010 -2.3883 0.693 -0.008 -0.849 0.1255
C -0.6088 -0.1300 -4.0899 -0.180 -0.065 0.073 -0.4093
H 1.4896 -0.4471 -3.7734 0.157 -0.076 -0.116 0.1714
H 0.4385 -1.5149 -2.8137 0.046 0.346 0.101 0.1949
C -1.8916 -0.0085 -3.2742 -0.359 0.221 0.111 -0.4040
H -0.4132 0.8393 -4.5750 -0.017 -0.121 0.013 0.1771
H -0.7208 -0.8825 -4.8793 0.019 0.082 -0.066 0.1802
C -1.6667 1.0665 -2.1824 -0.169 -0.391 -0.063 -0.4045
H -2.7280 0.2808 -3.9275 -0.045 -0.100 -0.075 0.1633
H -2.1207 -0.9772 -2.7898 0.016 0.427 -0.155 0.1910
H -1.4399 2.0106 -2.7268 -0.207 0.217 -0.262 0.1239
H -2.5755 1.2458 -1.5842 0.230 -0.131 -0.179 0.1915
C -1.9024 0.4629 3.6221 -0.158 0.053 -0.073 -0.6365
C -0.6725 0.8513 2.8307 0.482 -0.147 -0.225 -0.0638
O -0.0804 -0.2976 2.1651 -0.033 0.090 0.711 -0.5831
C 0.5540 -1.2549 3.0669 -0.607 0.082 -0.430 -0.0841
C 2.0402 -1.0284 3.1937 0.212 0.231 0.267 -0.6407
H -2.6653 0.0127 2.9803 0.166 -0.018 0.054 0.2209
H -2.3283 1.3683 4.0598 -0.003 -0.011 0.043 0.2105
H -1.6630 -0.2210 4.4386 -0.122 0.030 -0.045 0.1955
H -0.9243 1.5618 2.0328 0.168 -0.255 0.169 0.2233
H 0.0906 1.3178 3.4747 -0.218 -0.071 -0.203 0.1821
H 0.0487 -1.2029 4.0370 0.179 -0.002 -0.140 0.1735
H 0.3478 -2.2147 2.5932 0.027 0.001 0.277 0.2324
H 2.2480 0.0045 3.5000 0.083 -0.276 -0.118 0.2314
H 2.4268 -1.7099 3.9568 0.045 0.006 -0.045 0.2130
H 2.5863 -1.2427 2.2592 -0.219 0.075 0.299 0.2219
```
Positions in Å, forces in eV/Å.

=====

Computed, not measured: a structure of composition AlBrHN at a distorted geometry, with wB97M-V/def2-TZVPD.

Summary:
- Gap between HOMO and LUMO: 6.55 eV
- E_HOMO: -21.3827 eV
- Energy: -78120.3959 eV
- Net charge: +2

The geometry in XYZ format:
```
4
Properties=species:S:1:pos:R:3:forces:R:3:nbo_charge:R:1
N -0.4461 0.7411 0.6635 0.029 0.080 0.400 -0.2905
Br 0.9377 0.0837 -0.0897 0.833 0.876 1.260 0.7305
H -0.4671 0.3349 1.6246 -0.214 0.087 0.055 0.4128
Al -0.0244 -1.1596 -2.1984 -0.648 -1.043 -1.715 1.1472
```
Positions in Å, forces in eV/Å.

=====

Computed, not measured: a structure of composition C20H42CdNPSi2 at a distorted geometry, with wB97M-V/def2-TZVPD.

Summary:
- Gap between HOMO and LUMO: 7.63 eV
- E_HOMO: -7.0692 eV
- Energy: -52519.1115 eV
- Net charge: 0

The geometry in XYZ format:
```
67
Properties=species:S:1:pos:R:3:forces:R:3:nbo_charge:R:1
C -0.1597 -4.2849 -1.7652 -0.191 -0.045 -0.044 -0.2529
C 0.0369 -4.0473 -0.4092 0.335 0.246 0.420 -0.1680
C 0.3982 -2.7710 0.0671 -0.457 -1.162 -1.058 -0.0860
C 0.4508 -1.7292 -0.8578 0.326 0.719 -0.014 -0.5903
C 0.2581 -1.9513 -2.2205 -0.442 -1.220 -0.008 -0.0980
C -0.0629 -3.2415 -2.6754 0.303 0.384 -0.067 -0.2160
C 0.7161 -2.6840 1.5524 -0.048 -0.279 0.459 -0.4523
C 1.6528 -1.5946 2.1069 0.583 0.406 -0.332 -0.2174
N 2.4248 -0.9016 1.0322 1.247 -0.154 0.590 -0.5523
Cd 0.7859 0.2745 -0.0176 -1.782 0.069 -0.564 1.5409
C 0.3616 -0.8545 -3.2627 -0.113 0.598 0.089 -0.7186
P 1.3381 0.5888 -2.6511 0.163 -0.290 0.023 0.7761
H -0.0654 -4.8653 0.3054 0.078 0.007 -0.193 0.1902
H -0.2114 -3.4002 -3.7462 0.043 -0.164 0.256 0.1993
H -0.3701 -5.2933 -2.1155 -0.084 0.174 0.095 0.2091
H -0.6338 -0.4488 -3.5250 0.261 -0.224 0.048 0.2374
H 0.8320 -1.2238 -4.1897 -0.226 0.088 0.225 0.2250
H -0.2228 -2.6357 2.1330 0.290 -0.078 -0.209 0.2330
H 1.2093 -3.6305 1.8265 -0.469 0.106 -0.116 0.2122
H 1.0945 -0.8201 2.6637 0.274 -0.298 -0.231 0.2057
C 1.0465 1.8415 -3.9535 0.050 0.090 -0.041 -0.9400
C 3.0478 0.0450 -3.0342 0.226 0.243 -0.128 -0.9424
H 2.3778 -2.0722 2.7943 -0.317 0.221 -0.012 0.1841
C 3.1671 -1.8674 0.1487 0.119 0.310 -0.036 -0.4240
C 3.4003 0.0984 1.5579 -0.016 -0.287 -0.093 -0.4150
H 1.3329 4.0693 -0.9586 1.012 -0.410 0.047 0.0135
H 4.2494 -1.6884 0.2446 -0.313 -0.185 0.096 0.1913
H 2.9519 -2.9213 0.3927 0.035 0.564 -0.075 0.2191
H 2.8996 -1.6947 -0.9027 -0.029 -0.265 0.556 0.2181
H 4.3889 -0.3766 1.6962 -0.317 0.346 0.125 0.1876
H 3.4866 0.9093 0.8115 0.221 -0.258 0.444 0.1980
H 3.0720 0.5199 2.5153 -0.042 -0.079 -0.332 0.2175
H 3.1846 -0.0558 -4.1198 0.038 0.021 0.232 0.2251
H 3.7431 0.8006 -2.6414 -0.058 -0.222 -0.208 0.2320
H 3.2845 -0.9119 -2.5595 -0.148 0.218 -0.154 0.2400
H 1.3144 1.4446 -4.9454 -0.118 0.187 0.261 0.2254
H -0.0129 2.1333 -3.9407 0.296 -0.051 -0.037 0.2456
H 1.6558 2.7290 -3.7284 -0.196 -0.228 -0.162 0.2399
H 2.0549 3.7866 -0.9303 -1.017 0.403 -0.044 -0.0128
C -1.8392 1.4735 3.6232 0.141 -0.128 0.152 -1.1281
Si -0.9864 2.2246 2.1183 -0.679 -0.007 -0.672 1.7027
C -1.7760 3.9317 1.9571 0.163 0.207 0.101 -1.1246
C 0.8179 2.4919 2.5811 0.137 0.233 0.189 -1.1341
C -1.1777 1.2884 0.5013 0.483 0.669 0.342 -1.8193
Si -2.7979 0.3925 0.2342 -0.209 0.013 0.064 1.7078
C -3.6071 0.9799 -1.3623 0.109 -0.092 -0.271 -1.1144
C -2.6665 -1.4763 0.2163 0.008 -0.213 -0.315 -1.1257
C -4.2184 0.7294 1.4492 -0.062 0.073 0.199 -1.1186
H -1.6511 2.1402 4.4798 -0.001 -0.204 -0.153 0.2320
H -1.4417 0.4805 3.8750 -0.117 0.126 0.015 0.2241
H -2.9260 1.3923 3.5008 0.378 0.036 0.038 0.2458
H -1.5971 4.5118 2.8736 -0.081 -0.006 -0.180 0.2246
H -1.3423 4.4867 1.1146 -0.109 -0.039 0.127 0.2248
H -2.8618 3.8708 1.8044 0.222 -0.041 -0.010 0.2330
H 1.2504 1.6078 3.0702 -0.086 0.187 -0.106 0.2167
H 1.4221 2.7429 1.6978 -0.063 -0.038 0.163 0.2228
H 0.8872 3.3370 3.2841 0.105 -0.234 -0.110 0.2383
H -1.0994 2.0571 -0.3107 -0.209 -0.288 0.550 0.2537
H -3.0471 0.6363 -2.2407 -0.113 0.126 -0.017 0.2197
H -4.6362 0.5897 -1.4294 0.360 0.109 -0.042 0.2302
H -3.6536 2.0779 -1.3824 -0.002 -0.213 -0.035 0.2296
H -2.2758 -1.8777 1.1620 -0.072 0.108 -0.171 0.2230
H -3.6536 -1.9285 0.0359 0.181 0.117 0.101 0.2314
H -1.9925 -1.8009 -0.5878 -0.239 -0.023 0.232 0.2428
H -4.1718 0.0914 2.3408 -0.017 0.182 -0.112 0.2259
H -4.2742 1.7791 1.7652 -0.040 -0.183 -0.008 0.2242
H -5.1627 0.4951 0.9307 0.296 0.026 0.120 0.2315
```
Positions in Å, forces in eV/Å.